Record 1
111
Properties=species:S:1:pos:R:3 method="wB97M-V/def2-TZVPD" largest_force_ev_per_a=2.5 e_homo_ev=-10.2 charge=0 spin_multiplicity=1
C 2.16339 1.32882 2.49077
C 1.04317 1.87248 1.61563
O 1.33217 1.69061 0.22153
S 0.61421 0.55062 -0.63895
C -0.34667 1.64219 -1.72306
O 1.59593 -0.08808 -1.47749
O -0.26786 -0.22381 0.20574
H 1.75374 1.00602 3.45262
H 3.02166 1.97171 2.65534
H 2.45439 0.36999 2.05958
H 0.08274 1.40502 1.83672
H 0.88971 2.93802 1.79255
H 0.40242 2.08031 -2.37691
H -0.69760 2.43209 -1.06436
H -1.11759 1.12043 -2.27794
C -0.00703 -4.83293 2.68427
C 1.41240 -4.66028 3.19116
O 2.27790 -4.99548 2.09706
S 3.60117 -4.08508 2.04565
C 2.90726 -2.39904 1.99328
O 4.38066 -4.33511 3.23834
O 4.27369 -4.29501 0.79452
H -0.79080 -4.55267 3.38194
H -0.24932 -5.84539 2.34677
H -0.07255 -4.20585 1.79585
H 1.39524 -3.61692 3.51398
H 1.69010 -5.33296 4.00134
H 3.67939 -1.84910 1.46489
H 2.74607 -1.99341 2.98752
H 1.95412 -2.52741 1.48594
C 0.53974 -3.60062 -1.03259
C 1.30655 -4.89086 -1.15994
O 0.63405 -5.78329 -2.05389
S -0.23859 -7.01236 -1.36941
C -1.67112 -6.16890 -0.69267
O -0.65893 -7.88930 -2.43741
O 0.53028 -7.51166 -0.28291
H -0.35095 -3.62267 -0.39417
H 0.15071 -3.28757 -2.00599
H 1.11544 -2.76466 -0.63172
H 2.30055 -4.67584 -1.55454
H 1.44631 -5.34727 -0.17931
H -1.38280 -5.94644 0.32873
H -2.54061 -6.81790 -0.76522
H -1.91748 -5.28009 -1.26944
C 3.51334 -1.60164 -5.27605
C 2.17336 -1.59851 -4.53867
O 1.13225 -1.33433 -5.48311
S -0.38314 -1.68390 -5.10224
C -0.34318 -3.51086 -5.01580
O -0.70115 -1.16714 -3.79636
O -1.14707 -1.39010 -6.27287
H 4.27947 -1.78214 -4.52367
H 3.64959 -0.66491 -5.81166
H 3.56011 -2.41196 -6.00645
H 1.96699 -2.56196 -4.07368
H 2.33579 -0.85607 -3.75423
H -0.15423 -3.80308 -6.04418
H -1.34159 -3.84816 -4.74361
H 0.35221 -3.84390 -4.25218
C -3.45951 0.03542 0.71439
C -4.80757 0.15238 0.17776
N -5.87630 0.25260 -0.22712
H -3.41575 -0.29972 1.74798
H -2.88513 0.95303 0.61883
H -2.99407 -0.73501 0.09321
C -4.81048 4.37399 -0.80620
C -3.35980 3.95003 -0.60801
O -2.72313 3.63014 -1.83977
H -5.29471 3.62068 -1.42926
H -4.84290 5.32830 -1.33216
H -5.34877 4.38711 0.14140
H -3.36228 3.01204 -0.04587
H -2.79465 4.71408 -0.06475
H -2.31604 4.43697 -2.20082
C -1.19449 2.54661 5.33236
C 0.07184 3.30851 4.97036
O 0.00550 4.62231 5.56129
H -1.35342 2.38965 6.39470
H -1.15749 1.55613 4.85691
H -2.03229 3.02153 4.82175
H 0.26858 3.39914 3.90248
H 0.98577 2.82382 5.33777
H 0.20520 4.45431 6.48858
C -1.81502 -1.97839 4.73538
C -1.01007 -1.17184 3.75634
O -0.62388 -1.93722 2.62552
H -2.66803 -2.48533 4.28457
H -2.16623 -1.34760 5.55523
H -1.24217 -2.75197 5.25459
H -0.14609 -0.70287 4.24888
H -1.54201 -0.26211 3.44981
H -0.63183 -1.37827 1.83798
C 3.36214 4.19207 -0.09599
C 2.03515 4.67076 -0.63438
O 1.82900 4.11480 -1.96015
H 3.51267 4.34582 0.97485
H 4.16294 4.76526 -0.57066
H 3.48990 3.13762 -0.32937
H 1.90592 5.75791 -0.61551
H 1.10385 4.29138 -0.20077
H 2.43092 4.54249 -2.58465
C -1.80734 7.39129 -3.06719
C -0.56501 6.62436 -2.70438
O -0.76904 5.23102 -3.06022
H -2.10623 7.38186 -4.11537
H -1.78592 8.43507 -2.74965
H -2.68273 6.97717 -2.55340
H -0.36752 6.64335 -1.63023
H 0.29903 6.92135 -3.30444
H 0.01144 4.74626 -2.75167

=====

Record 2
76
Properties=species:S:1:pos:R:3 method="wB97M-V/def2-TZVPD" largest_force_ev_per_a=0.9 e_homo_ev="-11.0 / -11.1" charge=+2 spin_multiplicity=1
Ti 0.23974 0.19160 0.54091
C 1.25072 4.42594 1.28480
C 0.70350 3.13108 0.77617
N 0.82635 1.98073 1.44582
N 1.34439 2.06356 2.71722
C 1.05387 1.08920 3.58576
N 1.53164 1.19170 4.83301
S 0.14904 -0.23820 3.07652
C -0.01332 2.96319 -0.41896
C -0.27875 3.98809 -1.36134
C -1.01650 3.72512 -2.47198
C -1.51344 2.41501 -2.66091
C -1.24971 1.46068 -1.73128
N -0.51371 1.69169 -0.59798
H 0.68447 4.81030 2.13857
H 1.22207 5.18995 0.51454
H 2.29948 4.33132 1.58225
H 1.77913 2.92739 3.00966
H 1.98441 2.02555 5.16901
H 1.26876 0.49618 5.50959
H 0.11330 4.97980 -1.18970
H -1.22182 4.50019 -3.19686
H -2.10993 2.16627 -3.52762
H -1.63587 0.45705 -1.83546
N 2.06205 0.42036 -0.56793
C 3.20412 0.45419 -0.70843
C 4.61546 0.50748 -0.91276
C 5.11748 1.18102 -2.02892
C 6.48606 1.21874 -2.22307
C 7.33483 0.59724 -1.31508
C 6.82767 -0.06920 -0.20616
C 5.46173 -0.12187 0.00288
H 4.44382 1.66153 -2.72529
H 6.89261 1.73332 -3.08243
H 8.40418 0.63235 -1.47436
H 7.49877 -0.54883 0.49254
H 5.05000 -0.63939 0.85937
N 0.59786 -5.25591 1.53166
N 1.09714 -4.06300 1.04026
N 1.87147 -4.01395 -0.01574
C 1.99898 -2.70378 -0.17423
N 1.32989 -2.01869 0.76158
N 0.74432 -2.92030 1.53292
H 1.23480 -5.98898 1.23630
H 0.58109 -5.19197 2.54441
H 2.57621 -2.26108 -0.96610
C -4.87844 -0.32455 -2.13718
O -4.22793 -0.81023 -0.96079
C -3.98014 0.06898 0.03144
C -4.10320 1.44972 -0.08552
C -3.84452 2.26702 1.00327
C -3.48125 1.73056 2.23004
C -3.37433 0.35830 2.36091
C -3.59652 -0.46298 1.26678
N -3.57810 -1.87637 1.48988
C -3.15391 -2.89008 0.78688
C -2.34714 -2.97574 -0.38250
C -2.50859 -4.15085 -1.14666
C -1.85053 -4.31938 -2.33954
C -0.97444 -3.32062 -2.77133
C -0.74364 -2.19095 -2.01182
C -1.41024 -1.99958 -0.79562
O -1.12401 -0.98290 -0.01118
H -5.08631 -1.20069 -2.74319
H -4.22733 0.35524 -2.68965
H -5.81066 0.17996 -1.88169
H -4.41026 1.88928 -1.02281
H -3.95116 3.33798 0.89220
H -3.30211 2.37162 3.08142
H -3.10786 -0.08506 3.31236
H -4.08610 -2.13820 2.32622
H -3.49687 -3.84346 1.17840
H -3.19134 -4.91472 -0.79394
H -2.00216 -5.21114 -2.92992
H -0.44465 -3.44322 -3.70759
H -0.03460 -1.44063 -2.34209

=====

Record 3
151
Properties=species:S:1:pos:R:3 method="wB97M-V/def2-TZVPD" largest_force_ev_per_a=6.0 e_homo_ev="-7.9 / -7.9" charge=0 spin_multiplicity=5
Cr -1.67809 -3.11734 1.65791
C 1.63893 -0.70595 2.17987
F 2.26090 -1.37759 3.11242
F 0.57654 -0.10537 2.74109
F 2.35994 0.19347 1.61957
S 1.13784 -1.87302 0.65743
O 1.78135 -1.41513 -0.57748
O 1.60663 -3.22046 1.06082
N -0.67400 -1.77175 0.63238
S -1.01979 -0.33911 -0.11155
O -2.29844 0.15083 0.40759
O 0.02164 0.70466 -0.21628
C -1.48522 -0.85397 -1.98708
F -2.41548 -1.87189 -2.13752
F -1.91171 0.19977 -2.70148
F -0.40566 -1.27482 -2.57101
C -2.32548 -5.60700 -1.50970
F -2.88612 -4.66301 -2.17229
F -3.17076 -5.74948 -0.47894
F -2.18566 -6.76753 -2.28683
S -0.64237 -5.06713 -0.89482
O 0.21784 -6.12282 -1.40804
O -0.42745 -3.80082 -1.52832
N -0.95929 -4.76589 0.85198
S -0.10244 -5.91463 1.54767
O 1.30442 -5.99522 1.18438
O -0.32247 -5.77810 2.94932
C -0.94867 -7.69393 1.28162
F -0.95446 -8.13228 0.04911
F -0.20471 -8.62174 1.92105
F -2.16072 -7.72794 1.79389
O -3.38117 -2.94905 0.49527
H -3.69135 -2.22211 -0.04472
H -4.07209 -3.60831 0.43006
O -0.19013 -3.07971 3.31237
H 0.53844 -3.66456 3.52065
H -0.43808 -2.69622 4.15362
O -0.73646 -0.87516 5.17634
H -0.69665 -1.43758 5.94986
H -1.23119 -0.10750 5.46297
O -2.57191 -1.59740 2.81192
H -2.23066 -0.70423 2.85696
H -3.40337 -1.56075 3.28475
O 2.94848 -2.54570 -3.45497
H 2.27871 -2.37265 -2.79339
H 3.64710 -2.99345 -2.97781
O -4.89611 -0.90928 -0.64620
H -4.73246 0.02144 -0.49388
H -5.78954 -1.05027 -0.33298
C -2.91443 4.20744 3.29237
C -1.61922 3.48898 2.68668
C -1.14739 3.90344 1.25964
O -2.23697 3.79404 0.29145
C -1.90744 4.19533 -1.08516
N -0.62739 3.74819 3.65697
H -2.87726 5.28676 3.43996
H -3.30877 3.67066 4.15519
H -3.66868 4.19438 2.50557
H -1.93501 2.44574 2.68934
H -0.30239 3.34108 0.86238
H -0.82737 4.94485 1.29380
H -1.61612 5.24445 -1.13583
H -2.80128 4.16202 -1.70808
H -1.01353 3.64871 -1.38555
H -0.41685 4.72809 3.53218
H -1.09050 3.60790 4.54351
C 5.36968 4.76591 0.09323
C 4.44478 3.60417 -0.25228
C 3.23750 3.46314 0.78206
O 3.65745 3.05215 2.08024
C 2.51829 3.02947 2.94022
N 4.04601 3.96031 -1.62928
H 5.48578 4.79058 1.17675
H 5.05121 5.79447 -0.07628
H 6.33594 4.56600 -0.36988
H 5.12096 2.75373 -0.33967
H 2.46817 2.78545 0.41196
H 2.67178 4.39381 0.82555
H 2.80627 2.83264 3.97291
H 1.72266 2.33358 2.67412
H 2.04219 4.00998 2.93510
H 4.08311 3.11521 -2.18112
H 4.87178 4.43781 -1.96125
C 5.84292 -2.40251 3.75516
C 6.04556 -3.72452 3.12206
C 4.72459 -4.51670 2.80251
O 4.00425 -4.68844 3.98440
C 4.57737 -5.61519 4.92637
N 6.84374 -3.62770 1.87795
H 5.69109 -1.63061 3.00069
H 6.60734 -2.09992 4.47084
H 4.96594 -2.35279 4.40054
H 6.61186 -4.15168 3.94968
H 4.92362 -5.55086 2.52146
H 4.14723 -3.93967 2.08015
H 3.81519 -5.83504 5.67392
H 5.54384 -5.36619 5.36457
H 4.80884 -6.55097 4.41760
H 6.71086 -4.33416 1.16846
H 6.70896 -2.79920 1.31624
C -8.10587 4.87186 -1.84767
C -6.80062 4.26438 -1.11951
C -7.05105 2.78712 -0.68548
O -5.92379 2.06267 -0.12225
C -5.30191 2.48294 1.08208
N -5.72855 4.37511 -2.19038
H -8.00156 5.92858 -2.09375
H -8.99767 4.80889 -1.22411
H -8.29814 4.38638 -2.80446
H -6.64076 4.82196 -0.19666
H -7.36889 2.20161 -1.54819
H -7.83505 2.72916 0.06957
H -5.39928 3.56145 1.20632
H -4.23326 2.27102 1.04773
H -5.73714 1.95000 1.92746
H -4.87480 4.00291 -1.79964
H -5.89125 3.66104 -2.88589
C 5.31370 -0.22457 0.31837
C 5.84828 -1.33828 -0.55126
C 5.89225 -0.95844 -2.07421
O 6.75780 -1.93675 -2.79620
C 7.05004 -1.47610 -4.08537
N 7.19035 -1.66364 -0.15329
H 4.39789 0.22590 -0.06431
H 6.11162 0.50743 0.44331
H 5.08729 -0.67379 1.28534
H 5.22143 -2.22374 -0.44584
H 6.46960 -0.03494 -2.11763
H 4.92388 -0.58341 -2.40543
H 7.85702 -0.74362 -4.10444
H 6.24291 -1.01564 -4.65512
H 7.39731 -2.36000 -4.62035
H 7.69930 -2.09579 -0.91112
H 7.77557 -0.87739 0.09051
C -2.62283 1.90263 -6.32899
C -4.07269 2.10057 -5.93995
C -4.37994 2.16037 -4.48731
O -5.74379 2.68772 -4.17187
C -6.77275 1.76140 -4.17827
N -4.59214 3.28090 -6.55396
H -2.53961 2.25229 -7.35802
H -2.29179 0.86544 -6.27675
H -1.97891 2.55832 -5.74286
H -4.59920 1.30645 -6.46936
H -3.64146 2.68551 -3.88153
H -4.26130 1.15245 -4.08967
H -6.60244 0.97403 -3.44402
H -6.91640 1.27374 -5.14247
H -7.72986 2.25469 -4.00885
H -4.01020 4.00906 -6.16507
H -5.56608 3.40349 -6.31622